[1]
C2H15N2O4 | ωB97M-V/def2-TZVPD

Cartesian coordinates (Å):
C 0.98 -0.74 1.61
C 0.55 0.54 1.57
N -0.13 1.03 0.37
N 1.71 -1.43 2.55
H 0.69 -1.37 0.79
H 0.58 1.20 2.48
H -0.44 0.29 -0.35
H -0.84 1.60 0.70
H 0.60 1.44 -0.26
H 2.50 -0.98 3.04
H 1.81 -2.33 2.22
H -2.33 -1.46 -2.67
H -1.20 -2.41 -2.61
O -1.44 -1.65 -2.10
H 1.48 0.00 -2.66
H 0.38 -1.09 -2.01
O 1.04 -0.39 -1.91
H 0.94 4.01 -0.82
H 0.28 3.60 -2.11
O 0.40 3.39 -1.18
H -2.41 -1.19 1.54
H -3.07 -1.42 0.13
O -2.40 -0.82 0.57

Calculated values
Molecular weight ... 131.2 g/mol
DFT total energy ... -495.4777 Eh
Largest force on an atom ... 4.08 eV/A
Multiplicity ... 2
HOMO energy (spin up / spin down) ... -2.34 / -9.28 eV


[2]
C3H4LiO4Tb | ωB97M-V/def2-TZVPD

Cartesian coordinates (Å):
H -1.03 0.30 -1.44
C -1.27 0.21 -0.38
C -1.84 1.28 0.43
O -2.58 0.12 0.01
H -1.61 1.32 1.50
H -2.11 2.21 -0.06
O 1.53 0.44 0.20
C 0.96 -0.61 0.36
O -0.38 -0.77 0.16
Tb 3.47 1.94 0.18
H 0.33 -2.14 -0.35
Li 3.14 -2.52 -0.54
O 1.39 -1.77 -0.07

Calculated values
Molecular weight ... 269.9 g/mol
Charge ... +3
DFT total energy ... -1248.4391 Eh
Largest force on an atom ... 7.04 eV/A
Multiplicity ... 8
HOMO energy (spin up / spin down) ... -20.34 / -20.34 eV


[3]
C11H21Cl3GeN3Ru | ωB97M-V/def2-TZVPD

Cartesian coordinates (Å):
Ru 0.42 0.06 0.31
N -1.13 -1.34 0.67
C -1.94 -0.94 1.86
C -0.99 -0.39 2.91
N -0.07 0.62 2.29
C -0.55 2.05 2.32
C -1.43 2.38 1.14
N -0.72 2.01 -0.12
H -1.72 -1.45 -0.15
H -0.72 -2.26 0.83
H -2.49 -1.80 2.26
H -2.68 -0.21 1.54
H -0.37 -1.19 3.31
H -1.54 0.05 3.75
H 0.79 0.62 2.83
H 0.35 2.67 2.30
H -1.06 2.25 3.26
H -1.68 3.44 1.15
H -2.38 1.84 1.17
H -0.02 2.71 -0.34
H -1.37 2.00 -0.90
C 2.25 -3.23 -0.66
C 1.20 -2.38 -1.28
C 1.42 -0.99 -1.49
C 0.45 -0.20 -2.15
C -0.73 -0.79 -2.61
C -0.93 -2.17 -2.44
C 0.01 -2.94 -1.77
H 2.80 -3.73 -1.47
H 1.82 -4.02 -0.05
H 2.97 -2.66 -0.08
H 2.43 -0.62 -1.40
H 0.69 0.81 -2.46
H -1.46 -0.21 -3.17
H -1.81 -2.64 -2.86
H -0.15 -4.01 -1.67
Cl 4.34 4.35 0.95
Ge 4.94 2.35 0.95
Cl 2.53 1.10 0.67
Cl 6.01 1.69 -0.70

Calculated values
Molecular weight ... 475.3 g/mol
Charge ... +3
DFT total energy ... -4147.4010 Eh
Largest force on an atom ... 0.36 eV/A
Multiplicity ... 5
HOMO energy (spin up / spin down) ... -18.92 / -19.46 eV


[4]
CH4IPS2 | ωB97M-V/def2-TZVPD

Cartesian coordinates (Å):
C -1.39 0.06 0.22
P 0.56 2.36 -0.14
S 2.11 -1.09 -0.21
S -1.25 1.59 -0.52
I -3.17 -0.89 0.27
H -0.44 -0.28 0.55
H 1.03 -0.94 -0.98
H 1.08 1.33 0.50
H 1.47 -2.14 0.33

Calculated values
Molecular weight ... 238.1 g/mol
DFT total energy ... -1475.8166 Eh
Largest force on an atom ... 3.09 eV/A
HOMO energy (spin up / spin down) ... -7.80 / -7.81 eV


[5]
C4H9NO | ωB97M-V/def2-TZVPD

Cartesian coordinates (Å):
C 0.34 1.14 1.41
C 1.36 0.66 0.42
C 1.20 0.73 -0.91
N -1.75 -0.35 -0.93
C -1.49 -1.56 -0.66
O -0.29 -1.97 -0.24
H 0.41 0.59 2.36
H 0.50 2.20 1.65
H -0.67 1.03 1.01
H 0.30 -1.20 -0.23
H 2.29 0.25 0.82
H 1.97 0.37 -1.59
H 0.28 1.10 -1.34
H -2.71 -0.25 -1.23
H -2.18 -2.40 -0.72

Calculated values
Molecular weight ... 87.1 g/mol
DFT total energy ... -287.7702 Eh
Largest force on an atom ... 0.42 eV/A
Structure (SMILES) ... [H]/N=C/O.C=CC
HOMO energy ... -9.71 eV


[6]
C17H26N2O3 | ωB97M-V/def2-TZVPD

Cartesian coordinates (Å):
C -6.08 -0.55 -1.90
C -5.83 -0.63 -0.40
H -6.22 -1.57 0.01
H -6.30 0.22 0.10
O -4.44 -0.64 -0.10
C -3.83 0.55 -0.04
O -4.40 1.61 -0.20
C -2.41 0.46 0.26
C -1.55 -0.60 0.50
C -0.27 -0.03 0.72
C -0.40 1.35 0.64
N -1.69 1.62 0.36
H -2.12 2.53 0.26
C 0.59 2.44 0.85
H 1.38 2.10 1.51
H 0.10 3.30 1.31
H 1.03 2.77 -0.09
C 0.96 -0.80 1.02
O 0.97 -1.80 1.71
N 2.08 -0.28 0.47
H 2.00 0.47 -0.19
C 3.37 -0.92 0.59
C 4.48 0.06 0.97
C 4.49 1.42 0.26
C 4.30 1.41 -1.26
H 4.81 2.28 -1.67
C 4.80 0.16 -1.99
H 5.75 -0.17 -1.56
C 3.79 -0.99 -1.97
C 3.71 -1.76 -0.66
H 4.67 -2.25 -0.48
H 2.95 -2.53 -0.76
H 2.80 -0.60 -2.23
H 4.06 -1.70 -2.76
H 4.99 0.43 -3.03
H 3.24 1.54 -1.51
H 3.73 2.06 0.70
H 5.46 1.88 0.48
H 5.43 -0.44 0.81
H 4.41 0.27 2.04
H 3.25 -1.64 1.41
C -1.87 -2.05 0.49
H -1.07 -2.60 0.97
H -2.80 -2.23 1.03
H -2.00 -2.41 -0.53
H -7.14 -0.61 -2.10
H -5.70 0.39 -2.29
H -5.57 -1.37 -2.41

Calculated values
Molecular weight ... 306.4 g/mol
DFT total energy ... -998.6787 Eh
Largest force on an atom ... 0.63 eV/A
Structure (SMILES) ... CCOC(=O)c1[nH]c(C)c(C(=O)NC2CCCCCC2)c1C
HOMO energy ... -8.42 eV


[7]
C28H41CuN2O4Si | ωB97M-V/def2-TZVPD

Cartesian coordinates (Å):
Cu 0.55 0.17 0.21
C -1.78 1.41 2.24
C -0.42 1.64 2.34
C 0.31 2.05 1.21
C -0.35 2.19 -0.02
C -1.73 1.98 -0.10
C -2.44 1.60 1.02
H -2.33 1.11 3.11
H 0.08 1.53 3.29
H 1.33 2.38 1.32
H 0.18 2.59 -0.87
H -2.24 2.14 -1.04
H -3.51 1.45 0.97
C 4.90 -0.01 0.80
C 5.18 -0.98 -0.16
C 4.15 -1.61 -0.81
C 2.85 -1.23 -0.47
N 2.57 -0.29 0.42
C 3.59 0.30 1.06
C 0.61 -1.88 -0.40
C -0.41 -4.53 0.08
C -1.81 -4.09 -0.25
C -2.28 -2.86 -0.61
C -1.69 -1.61 -0.86
N -0.38 -1.26 -0.96
H 5.69 0.50 1.34
H 6.20 -1.24 -0.39
H 4.30 -2.38 -1.55
H 3.33 1.05 1.80
H -0.45 -5.47 0.65
H -2.57 -4.85 -0.14
H -3.36 -2.82 -0.75
H -2.36 -0.80 -1.11
C 2.71 -3.92 3.57
C 2.75 -4.44 2.14
C 2.06 -5.79 2.01
C 4.17 -4.50 1.62
O 2.06 -3.49 1.31
Si 0.51 -3.17 0.99
O 1.81 -1.79 -1.12
O 0.47 -4.66 -1.04
C 0.20 -5.64 -2.07
C 1.57 -5.90 -2.68
C -0.37 -6.92 -1.47
C -0.74 -5.04 -3.11
O -0.29 -2.42 2.18
C -1.22 -2.70 3.24
C -0.66 -2.01 4.48
C -1.31 -4.20 3.45
C -2.57 -2.11 2.88
H 3.21 -4.62 4.24
H 1.68 -3.80 3.91
H 3.21 -2.96 3.64
H 2.61 -6.55 2.57
H 2.03 -6.09 0.97
H 1.04 -5.76 2.41
H 4.75 -5.23 2.18
H 4.66 -3.53 1.72
H 4.18 -4.78 0.57
H 2.22 -6.41 -1.97
H 2.04 -4.95 -2.95
H 1.49 -6.51 -3.57
H 0.26 -7.29 -0.67
H -0.40 -7.69 -2.24
H -1.39 -6.80 -1.10
H -0.33 -4.10 -3.48
H -1.73 -4.85 -2.70
H -0.85 -5.72 -3.95
H 0.32 -2.42 4.74
H -1.32 -2.15 5.33
H -0.55 -0.95 4.29
H -0.34 -4.63 3.72
H -1.70 -4.71 2.57
H -2.00 -4.42 4.28
H -2.46 -1.07 2.56
H -3.24 -2.14 3.74
H -3.04 -2.66 2.07

Calculated values
Molecular weight ... 561.3 g/mol
Charge ... +1
DFT total energy ... -3431.8511 Eh
Largest force on an atom ... 0.56 eV/A
Multiplicity ... 2
HOMO energy (spin up / spin down) ... -10.09 / -11.88 eV


[8]
H28KrO14 | ωB97M-V/def2-TZVPD

Cartesian coordinates (Å):
Kr 0.09 -0.26 0.31
O -0.53 -3.36 -0.96
H 0.27 -3.56 -0.48
H -0.53 -3.98 -1.69
O 1.46 1.77 -2.15
H 2.08 2.46 -2.39
H 1.99 1.11 -1.70
O 1.96 2.03 2.11
H 2.31 1.32 1.56
H 2.70 2.30 2.65
O -2.39 3.42 0.45
H -1.43 3.36 0.43
H -2.68 2.85 -0.27
O -2.77 -2.49 0.99
H -2.15 -2.76 0.33
H -2.38 -2.77 1.82
O 1.75 -3.63 0.70
H 2.43 -3.24 0.16
H 1.69 -3.05 1.46
O -0.66 0.80 -3.78
H -0.81 -0.12 -3.56
H -0.02 1.10 -3.13
O 0.37 3.37 0.07
H 0.93 3.01 0.75
H 0.65 2.93 -0.73
O 0.60 0.32 3.75
H 1.21 0.81 3.19
H 0.85 0.57 4.64
O -3.39 0.25 -0.35
H -4.33 0.44 -0.25
H -3.26 -0.56 0.15
O -2.38 2.15 -2.15
H -1.89 1.79 -2.88
H -2.50 1.41 -1.55
O -2.02 -1.40 -2.86
H -1.63 -1.93 -2.17
H -2.95 -1.36 -2.63
O 3.31 0.25 0.09
H 3.77 -0.36 0.66
H 3.98 0.88 -0.18
O 2.05 -2.33 3.09
H 1.45 -1.79 3.60
H 2.79 -1.75 2.91

Calculated values
Molecular weight ... 336.0 g/mol
DFT total energy ... -3823.7823 Eh
Largest force on an atom ... 1.13 eV/A
HOMO energy ... -9.08 eV


[9]
C3H6N2O2 | ωB97M-V/def2-TZVPD

Cartesian coordinates (Å):
N -2.18 -0.23 -0.30
C -0.86 -0.06 -0.20
O -0.38 1.02 -0.55
C 0.05 -1.06 0.50
O 0.86 -0.15 1.18
C 1.39 0.87 0.13
N 2.08 0.53 -0.87
H -2.68 0.60 -0.59
H -2.65 -1.02 0.08
H 0.65 -1.67 -0.20
H -0.54 -1.76 1.12
H 1.38 1.80 0.69
H 2.88 1.14 -0.97

Calculated values
Molecular weight ... 102.1 g/mol
DFT total energy ... -377.8406 Eh
Largest force on an atom ... 1.71 eV/A
HOMO energy ... -8.85 eV


[10]
C5H11NO2 | ωB97M-V/def2-TZVPD

Cartesian coordinates (Å):
C 2.12 0.56 1.24
C 0.07 -0.85 0.53
C 0.97 0.40 0.27
C 0.34 -1.43 -0.66
C 0.60 1.39 -0.55
O 0.31 -1.58 1.67
H 0.31 -0.99 2.43
H 2.76 -0.30 1.22
H 2.68 1.46 0.99
H 1.75 0.68 2.26
H 0.14 -0.97 -1.61
H 0.51 -2.50 -0.71
H -0.20 1.25 -1.26
H 1.10 2.34 -0.53
N -2.58 0.27 -1.53
O -2.80 -0.11 -0.17
H -1.96 -0.56 0.08
H -3.22 -0.29 -2.09
H -2.91 1.24 -1.58

Calculated values
Molecular weight ... 117.1 g/mol
DFT total energy ... -402.1719 Eh
Largest force on an atom ... 4.62 eV/A
Structure (SMILES) ... C=C(C)C(=C)O.NO
HOMO energy ... -8.01 eV


[11]
C4H3ClN2 | ωB97M-V/def2-TZVPD

Cartesian coordinates (Å):
C 0.47 -0.10 -0.06
C -0.17 1.18 -0.04
C -1.54 1.11 -0.02
C -1.54 -1.09 -0.05
H 0.35 2.03 -0.36
H -2.01 2.03 -0.23
H -1.89 -2.14 -0.01
N -2.29 -0.03 0.24
N -0.19 -1.14 -0.17
Cl 2.21 -0.02 0.07

Calculated values
Molecular weight ... 114.5 g/mol
DFT total energy ... -723.9006 Eh
Largest force on an atom ... 4.64 eV/A
Structure (SMILES) ... Clc1ccncn1
HOMO energy ... -10.42 eV


[12]
C21H32F4O21 | ωB97M-V/def2-TZVPD

Cartesian coordinates (Å):
C -1.93 -0.80 5.02
C -1.72 -2.07 4.21
O -0.50 -1.77 3.50
C 0.00 -0.55 3.76
O 1.00 -0.13 3.22
O -0.70 -0.03 4.77
H -1.88 -0.89 6.10
H -2.83 -0.19 4.86
H -2.56 -2.28 3.55
H -1.55 -2.98 4.84
C 0.33 3.83 2.52
C -0.87 3.19 3.20
O -2.00 3.50 2.37
C -1.66 4.48 1.55
O -2.43 5.17 0.94
O -0.30 4.65 1.52
H 1.01 3.12 2.03
H 0.77 4.52 3.21
H -1.12 3.58 4.16
H -0.70 2.13 3.19
C -4.36 -0.07 2.21
C -4.65 0.44 0.76
O -3.40 0.71 0.19
C -2.43 0.66 1.19
O -1.28 0.92 1.05
O -2.98 0.23 2.33
F -5.36 1.56 0.90
H -4.44 -1.11 2.50
H -4.94 0.57 2.89
H -5.11 -0.27 0.05
C 2.90 0.28 -0.25
C 3.35 1.58 -0.84
O 4.78 1.37 -0.97
C 5.19 0.25 -0.36
O 6.28 -0.17 -0.20
O 4.11 -0.38 0.18
F 3.02 2.66 -0.07
H 2.33 -0.25 -0.98
H 2.19 0.52 0.53
H 2.93 1.78 -1.84
C 0.05 2.69 -2.59
C -1.45 2.45 -2.98
O -1.72 1.24 -2.39
C -0.59 0.55 -2.19
O -0.47 -0.63 -1.94
O 0.45 1.37 -2.30
F -1.46 2.28 -4.31
H 0.15 3.40 -1.68
H 0.62 3.11 -3.40
H -2.18 3.17 -2.64
C 0.79 -2.05 0.69
C 0.99 -3.54 1.07
O -0.30 -4.08 1.18
C -1.23 -3.05 1.16
O -2.38 -3.24 1.31
O -0.64 -1.93 0.86
F 1.59 -3.61 2.34
H 1.02 -1.80 -0.36
H 1.31 -1.42 1.38
H 1.64 -4.26 0.52
C 3.73 -2.14 -3.31
O 2.52 -1.63 -2.89
H 3.65 -2.46 -4.34
H 4.47 -1.39 -3.24
H 4.03 -3.05 -2.81
H 1.82 -2.27 -3.10
C 2.99 1.13 -5.25
O 3.42 0.79 -3.99
H 3.46 2.06 -5.54
H 3.20 0.42 -6.05
H 1.88 1.18 -5.31
H 2.86 0.10 -3.63
C -2.45 -3.72 -1.94
O -1.07 -3.53 -2.21
H -3.00 -3.70 -2.90
H -2.47 -4.70 -1.45
H -2.80 -2.90 -1.32
H -0.90 -2.59 -2.18

Calculated values
Molecular weight ... 696.5 g/mol
DFT total energy ... -2798.9326 Eh
Largest force on an atom ... 2.98 eV/A
Structure (SMILES) ... O=C1OC[C@@H](F)O1.O=C1OC[C@@H](F)O1.O=C1OC[C@@H](F)O1.O=C1OC[C@@H](F)O1.O=C1OCCO1.O=C1OCCO1.CO.CO.CO
HOMO energy ... -10.18 eV


[13]
C25H26HfN5S | ωB97M-V/def2-TZVPD

Cartesian coordinates (Å):
Hf 0.09 -0.25 -0.11
S 0.48 -3.62 -2.75
C 0.02 -2.38 -3.87
C -0.06 -2.33 -5.29
C -0.62 -1.24 -5.90
C -1.14 -0.17 -5.16
C -1.06 -0.23 -3.77
C -0.61 -1.35 -3.10
N -0.72 -1.59 -1.71
C -0.19 -2.80 -1.38
C 0.11 -3.14 0.02
C 0.07 -4.37 0.67
C 0.78 -4.64 1.80
C 1.37 -3.60 2.49
C 1.15 -2.30 2.07
C 0.45 -2.10 0.89
H 0.39 -3.15 -5.85
H -0.73 -1.16 -7.04
H -1.57 0.70 -5.66
H -1.35 0.67 -3.26
H -0.56 -5.22 0.21
H 1.00 -5.69 2.10
H 1.88 -3.79 3.42
H 1.41 -1.44 2.67
N 1.77 0.71 -0.15
C 2.37 1.79 -0.21
C 3.62 2.40 -0.07
C 3.68 3.81 -0.33
C 4.82 4.50 0.10
C 5.93 3.90 0.64
C 5.90 2.51 0.81
C 4.76 1.79 0.57
H 2.81 4.31 -0.73
H 4.89 5.59 0.02
H 6.87 4.45 0.95
H 6.81 2.07 1.22
H 4.68 0.75 0.84
C -4.05 -0.28 0.51
N -2.87 0.60 0.44
C -2.49 1.23 -0.83
C -2.11 0.79 1.55
N -0.79 0.91 1.43
N -2.65 0.97 2.78
C -4.06 1.41 2.87
C -1.90 0.70 4.04
H -4.00 -1.00 -0.28
H -4.91 0.34 0.22
H -4.08 -0.82 1.50
H -2.14 2.25 -0.66
H -3.39 1.18 -1.53
H -1.61 0.66 -1.28
H -0.31 1.31 2.30
H -4.38 1.62 1.89
H -4.06 2.29 3.48
H -4.67 0.59 3.31
H -0.88 1.13 3.92
H -1.76 -0.40 4.26
H -2.38 1.14 4.95

Calculated values
Molecular weight ... 607.1 g/mol
Charge ... +3
DFT total energy ... -1687.2294 Eh
Largest force on an atom ... 7.90 eV/A
HOMO energy ... -16.84 eV